DFT (the ωB97M-V functional and the def2-TZVPD basis) results for C11H17AsFeN3OS2 as an isolated structure at a distorted geometry.

## Properties
Molar mass   402.2 g mol⁻¹
HOMO-LUMO gap (spin up / spin down)   0.2613 / 0.2602 Eh
DFT total energy   -4964.4997 a.u.
Total charge   +1
Maximum force   2.50 eV Å⁻¹
2S+1   5

Atoms and positions in Å:
Fe -0.323 0.427 -0.269
C 4.033 3.333 -1.629
S 2.510 4.261 -1.338
C 1.484 2.989 -0.836
S 2.000 1.249 -0.847
N 0.319 3.447 -0.400
N -0.628 2.548 -0.097
C -1.810 2.885 0.213
C -2.751 1.773 0.526
C -4.060 1.965 0.996
C -4.831 0.875 1.239
C -4.378 -0.415 1.075
C -3.050 -0.560 0.682
N -2.235 0.504 0.435
H 4.776 4.108 -1.934
H 3.858 2.673 -2.458
H 4.379 2.925 -0.689
H -2.165 3.955 0.188
H -4.440 2.940 1.260
H -5.894 1.067 1.508
H -4.967 -1.277 1.384
H -2.603 -1.565 0.595
C 0.385 -4.233 0.388
As 1.144 -2.594 -0.111
C 2.000 -1.914 1.429
C 2.311 -2.723 -1.593
O -0.072 -1.445 -0.473
H 1.190 -4.934 0.556
H -0.081 -4.659 -0.499
H -0.304 -4.107 1.192
H 2.757 -2.615 1.830
H 1.198 -1.712 2.105
H 2.531 -0.992 1.156
H 1.701 -2.792 -2.486
H 3.016 -3.546 -1.422
H 2.997 -1.844 -1.675

Löwdin population analysis, charges in e, atoms 1 to 5: 0.694, -0.431, 0.905, -1.032, 0.513

DFT (the ωB97M-V functional and the def2-TZVPD basis) results for a 6-piece molecular cluster, C11H17BBr6NO11 overall at a distorted geometry.

## Properties
Molar mass   829.5 g mol⁻¹
HOMO-LUMO gap   0.2721 Eh
DFT total energy   -16781.0341 a.u.
Total charge   -1
Maximum force   4.67 eV Å⁻¹

Atoms and positions in Å:
N -1.971 0.266 -0.041
H -1.727 -0.699 -0.327
H -2.646 0.243 0.818
H -2.342 0.796 -0.826
H -1.156 0.782 0.361
O 1.329 -4.251 -2.101
C 0.729 -3.958 -1.157
O 0.672 -4.617 -0.039
B -0.135 -3.853 0.941
O -0.451 -2.568 0.235
C -0.072 -2.662 -0.999
O -0.262 -1.835 -1.828
O -1.373 -4.541 1.310
C -1.403 -4.621 2.639
O -2.300 -4.983 3.306
C -0.097 -4.018 3.165
O 0.595 -3.522 2.162
O 0.179 -3.947 4.280
O -3.384 -0.050 2.170
C -2.629 0.179 3.354
O -3.143 -0.197 4.419
O -1.525 0.752 3.116
H -4.241 -0.454 2.405
Br 3.731 -2.994 1.962
C 4.140 -2.731 0.083
C 3.899 -1.366 -0.461
Br 1.984 -0.893 -0.157
H 3.652 -3.505 -0.498
H 5.213 -2.927 0.028
H 3.944 -1.304 -1.543
H 4.491 -0.573 -0.021
Br 0.156 2.918 -0.030
C 1.648 3.261 -1.286
C 2.063 2.090 -2.153
Br 0.596 1.223 -3.072
H 2.479 3.591 -0.673
H 1.215 4.083 -1.841
H 2.485 1.288 -1.560
H 2.773 2.470 -2.883
Br -1.435 7.544 -1.270
C -2.286 5.803 -1.033
C -2.024 4.966 -2.266
Br -2.977 3.277 -2.135
H -3.337 5.955 -0.831
H -1.769 5.345 -0.197
H -0.949 4.807 -2.329
H -2.337 5.430 -3.194

Löwdin population analysis, charges in e, atoms 1 to 5: 0.257, 0.107, 0.090, 0.050, 0.028

DFT (the ωB97M-V functional and the def2-TZVPD basis) results for C11H17BCaN6O as an isolated structure at a distorted geometry.

## Properties
Molar mass   300.2 g mol⁻¹
HOMO-LUMO gap (spin up / spin down)   0.1699 / 0.1416 Eh
DFT total energy   -1534.9918 a.u.
Total charge   +2
Maximum force   5.22 eV Å⁻¹

Atoms and positions in Å:
C -2.681 -1.064 0.489
N -1.774 -0.148 0.081
N -2.480 0.854 -0.560
C -3.804 0.589 -0.500
C -3.974 -0.626 0.173
B -1.766 2.044 -1.270
N -0.796 2.751 -0.277
N 0.165 2.041 0.425
C 0.863 2.948 1.146
C 0.312 4.234 0.965
C -0.734 4.058 0.057
Ca 0.389 -0.582 1.172
N -0.966 1.489 -2.501
N 0.009 0.560 -2.294
C 0.507 0.211 -3.478
C -0.139 0.938 -4.495
C -1.078 1.749 -3.823
H 1.288 -0.530 -3.580
H -1.795 2.468 -4.180
H 0.036 0.889 -5.543
H -2.587 2.827 -1.658
H -1.430 4.773 -0.360
H -4.515 1.266 -0.940
H 0.628 5.143 1.434
H -4.901 -1.122 0.393
H 1.711 2.681 1.760
H -2.375 -1.997 0.971
H 2.613 0.419 0.651
C 2.687 0.092 1.694
H 3.314 0.822 2.215
H 1.755 0.138 2.297
H 3.143 -0.905 1.739
C 1.399 -3.858 1.496
O 0.958 -2.559 1.202
H 0.658 -4.576 1.113
H 1.503 -3.992 2.588
H 2.375 -4.051 1.020

Löwdin population analysis, charges in e, atoms 1 to 5: -0.155, -0.115, -0.034, -0.029, -0.031

DFT (the ωB97M-V functional and the def2-TZVPD basis) results for a 4-piece molecular cluster, C11H17BF3NO13S overall.

## Properties
Molar mass   471.1 g mol⁻¹
HOMO-LUMO gap   0.3599 Eh
DFT total energy   -2185.0156 a.u.
Maximum force   0.99 eV Å⁻¹

Atoms and positions in Å:
C -1.135 3.752 1.546
N -1.160 2.753 0.463
C -1.724 3.192 -0.822
B -0.012 1.905 0.432
O 0.273 1.022 1.435
O 0.916 1.854 -0.660
S 2.121 2.899 -0.737
O 2.555 3.152 0.630
O 1.279 4.232 -1.137
H -1.416 4.725 1.145
H -1.838 3.509 2.347
H -0.142 3.843 1.993
H -2.212 4.158 -0.704
H -0.974 3.288 -1.603
H -2.484 2.489 -1.166
H -0.515 0.828 1.957
H 1.490 4.912 -0.476
C -0.392 -0.103 -2.994
C -1.226 -1.339 -3.266
O -2.535 -0.818 -3.313
C -2.465 0.501 -3.661
O -3.389 1.164 -3.981
O -1.182 0.927 -3.588
F -1.145 -2.244 -2.254
H -0.315 0.071 -1.921
H 0.599 -0.121 -3.437
H -1.009 -1.851 -4.205
C 4.136 1.403 2.551
C 3.491 0.181 1.925
O 4.254 -0.878 2.469
C 4.788 -0.463 3.653
O 5.295 -1.175 4.449
O 4.638 0.875 3.782
F 3.613 0.160 0.572
H 4.969 1.745 1.935
H 3.447 2.219 2.733
H 2.440 0.040 2.176
C -2.401 -5.011 -0.779
C -1.982 -4.470 0.576
O -2.446 -5.469 1.457
C -2.520 -6.649 0.775
O -2.668 -7.710 1.273
O -2.386 -6.420 -0.554
F -2.582 -3.292 0.875
H -3.416 -4.686 -1.014
H -1.725 -4.748 -1.586
H -0.905 -4.352 0.708

Löwdin population analysis, charges in e, atoms 1 to 5: -0.047, -0.070, -0.047, -0.796, 0.192

DFT (the ωB97M-V functional and the def2-TZVPD basis) results for C11H17Br2NO as an isolated structure at a distorted geometry.

## Properties
Molar mass   339.1 g mol⁻¹
HOMO-LUMO gap   0.1159 Eh
DFT total energy   -5707.2008 a.u.
Maximum force   1.33 eV Å⁻¹

Atoms and positions in Å:
C 2.707 2.516 1.192
C 1.823 1.592 2.021
Br 3.047 0.293 2.844
C 0.818 0.866 1.039
Br 0.988 -1.043 1.066
C -0.628 1.260 1.209
C -0.989 2.559 1.528
C -2.332 2.906 1.616
C -3.296 1.957 1.384
N -2.925 0.702 1.072
C -1.642 0.337 0.978
H 2.127 3.367 0.840
H 3.588 2.835 1.732
H 3.062 1.951 0.337
H 1.316 2.087 2.838
H 1.086 1.146 0.027
H -0.222 3.299 1.680
H -2.618 3.918 1.841
H -4.345 2.177 1.437
H -3.655 0.032 0.876
H -1.449 -0.680 0.685
C 1.362 -2.491 -2.134
C -0.143 -2.825 -2.209
C -0.359 -3.930 -3.262
O -0.850 -1.707 -2.527
H 1.752 -2.109 -3.080
H 1.436 -1.722 -1.381
H 1.975 -3.360 -1.845
H -0.388 -3.298 -1.219
H -0.048 -3.585 -4.250
H -1.413 -4.211 -3.311
H 0.217 -4.836 -3.022

Löwdin population analysis, charges in e, atoms 1 to 5: -0.158, -0.727, 0.663, -0.638, 0.841

DFT (the ωB97M-V functional and the def2-TZVPD basis) results for an isolated ion of composition C11H17Cl2FNO5 and charge -1 at a distorted geometry.

## Properties
Molar mass   333.2 g mol⁻¹
HOMO-LUMO gap   0.2529 Eh
DFT total energy   -1880.5228 a.u.
Total charge   -1
Maximum force   3.49 eV Å⁻¹
SMILES   C/C(Cl)=C(/Cl)N[C@@](COCOCCO)(C(=O)[O-])[C@H](C)F

Atoms and positions in Å:
C 3.703 -2.416 -0.719
C 2.180 -2.613 -0.608
Cl 1.562 -4.220 -1.147
C 1.298 -1.668 -0.170
Cl -0.406 -2.116 -0.160
N 1.822 -0.403 0.203
C 0.867 0.720 0.183
C 0.112 0.949 -1.185
O -1.253 1.335 -1.046
C -2.144 0.683 -1.914
O -2.848 -0.351 -1.231
C -3.701 0.200 -0.247
C -4.164 -0.932 0.743
O -3.119 -1.284 1.647
C -0.100 0.705 1.459
O -0.088 -0.258 2.247
O -0.854 1.702 1.724
C 1.764 2.018 0.401
C 2.611 1.967 1.706
F 1.023 3.200 0.276
H 4.202 -3.309 -0.267
H 4.067 -1.521 -0.168
H 3.983 -2.349 -1.803
H 2.611 -0.115 -0.374
H 0.624 1.806 -1.712
H 0.213 0.090 -1.903
H -2.929 1.450 -2.180
H -1.712 0.335 -2.878
H -4.635 0.637 -0.705
H -3.231 0.991 0.387
H -5.087 -0.635 1.302
H -4.368 -1.835 0.120
H -3.105 -0.685 2.408
H 2.480 2.021 -0.472
H 2.656 2.955 2.231
H 3.672 1.748 1.413
H 2.290 1.196 2.439

Löwdin population analysis, charges in e, atoms 1 to 5: -0.128, -0.695, 0.520, -0.653, 0.762

DFT (the ωB97M-V functional and the def2-TZVPD basis) results for C11H17Cl2NO3W as an isolated structure at a distorted geometry.

## Properties
Molar mass   466.0 g mol⁻¹
HOMO-LUMO gap   0.1873 Eh
DFT total energy   -1697.3321 a.u.
Maximum force   4.49 eV Å⁻¹

Atoms and positions in Å:
C -0.435 1.062 1.035
C -1.423 0.618 0.092
C -0.786 0.500 -1.184
C -2.861 0.437 0.357
C 0.562 0.996 -1.059
C 0.785 1.328 0.314
C 2.049 1.887 0.848
C -0.702 1.351 2.468
C -1.418 0.020 -2.451
C 1.523 1.216 -2.163
W 0.392 -1.028 0.223
Cl -3.465 -2.250 -0.854
Cl -1.062 -1.960 1.769
O 1.635 -1.434 -1.277
H -3.089 0.374 1.425
H -3.199 -0.548 -0.091
H -3.474 1.207 -0.149
H -2.153 -0.783 -2.246
H -0.644 -0.377 -3.130
H -1.934 0.861 -2.955
H 1.408 0.485 -2.967
H 2.547 1.166 -1.787
H 1.380 2.216 -2.590
H 2.918 1.472 0.333
H 2.189 1.667 1.908
H 2.059 2.973 0.711
H -1.430 0.662 2.908
H -1.092 2.373 2.565
H 0.211 1.267 3.063
H 1.879 -2.388 -1.157
O 1.624 -0.762 1.669
H 2.050 -1.593 2.026
O 1.694 -5.395 1.213
C 1.319 -4.345 0.775
N 0.943 -3.277 0.357

Löwdin population analysis, charges in e, atoms 1 to 5: -0.310, -0.306, -0.273, -0.116, -0.287

DFT (the ωB97M-V functional and the def2-TZVPD basis) results for a 2-piece molecular cluster, C11H17ClN5 overall.

## Properties
Molar mass   254.7 g mol⁻¹
HOMO-LUMO gap   0.2859 Eh
DFT total energy   -1163.1297 a.u.
Total charge   +1
Maximum force   0.87 eV Å⁻¹

Atoms and positions in Å:
C -4.495 -1.265 1.154
H -5.364 -1.353 0.508
H -3.706 -1.900 0.759
H -4.766 -1.627 2.141
C -4.046 0.193 1.243
N -3.631 0.673 -0.071
C -2.452 0.508 -0.647
N -1.442 -0.119 -0.065
H -1.532 -0.493 0.865
H -0.530 -0.188 -0.532
N -2.336 1.038 -1.872
C -1.527 1.112 -2.786
N -0.796 1.424 -3.654
H -0.564 1.319 -4.615
H -4.343 1.131 -0.625
C -5.167 1.094 1.744
H -6.036 1.021 1.095
H -5.464 0.792 2.744
H -4.841 2.130 1.784
H -3.190 0.280 1.924
N 4.860 -0.736 3.106
C 4.065 -0.639 2.005
C 3.782 0.608 1.434
C 2.929 0.716 0.356
C 2.348 -0.429 -0.160
C 2.608 -1.677 0.378
C 3.461 -1.778 1.456
H 3.673 -2.747 1.880
H 2.156 -2.561 -0.045
Cl 1.292 -0.299 -1.549
H 2.724 1.680 -0.082
H 4.242 1.494 1.842
H 5.204 -1.642 3.373
H 5.431 0.052 3.358

Löwdin population analysis, charges in e, atoms 1 to 5: -0.040, 0.090, 0.075, 0.090, -0.408

DFT (the ωB97M-V functional and the def2-TZVPD basis) results for a 2-piece molecular cluster, C11H17N overall at a distorted geometry.

## Properties
Molar mass   163.3 g mol⁻¹
HOMO-LUMO gap   0.3277 Eh
DFT total energy   -483.8480 a.u.
Maximum force   4.51 eV Å⁻¹
SMILES   CC1(C)C(=C=N)C1(C)C.C#CC

Atoms and positions in Å:
C 1.042 -0.384 -1.406
C 0.139 0.604 -0.682
C 0.541 1.978 -1.051
C -0.238 0.301 0.807
C -0.070 0.692 2.020
N 0.209 1.016 3.195
C -1.258 0.145 -0.303
C -2.464 1.123 -0.524
C -1.848 -1.177 -0.612
H 1.800 0.068 -2.164
H 0.465 -0.941 -2.056
H 1.556 -1.149 -0.846
H 1.453 2.307 -0.467
H -0.356 2.641 -0.856
H 0.894 1.849 -2.133
H -0.106 1.864 3.651
H -2.221 2.058 -0.246
H -3.175 0.851 0.171
H -2.672 1.115 -1.510
H -2.563 -1.609 0.096
H -0.945 -1.832 -0.578
H -2.260 -1.075 -1.731
C 0.504 -2.779 1.642
C 1.337 -1.932 1.719
C 2.557 -1.124 2.005
H -0.291 -3.368 1.321
H 2.533 -0.443 1.195
H 2.470 -0.425 2.869
H 3.332 -1.975 2.094

Löwdin population analysis, charges in e, atoms 1 to 5: -0.042, -0.393, -0.040, -0.084, -0.137

DFT (the ωB97M-V functional and the def2-TZVPD basis) results for one molecule with the formula C11H17N at a distorted geometry.

## Properties
Molar mass   163.3 g mol⁻¹
HOMO-LUMO gap   0.3086 Eh
DFT total energy   -483.9649 a.u.
Maximum force   6.06 eV Å⁻¹
SMILES   C=C1CC(=C)N(C(C)(C)C)C1=C

Atoms and positions in Å:
C 1.556 0.191 3.243
C 0.766 -0.146 2.188
C -0.498 -0.821 2.133
C -0.747 -1.174 0.789
C -1.394 -2.271 0.378
N -0.151 -0.105 0.068
C -0.452 0.528 -1.290
C 0.519 -0.210 -2.394
C -1.821 0.055 -1.749
C -0.273 2.042 -1.274
C 1.074 0.251 0.856
C 2.246 0.823 0.445
H 1.346 -0.053 4.253
H 2.613 0.662 3.078
H -0.530 -1.650 2.866
H -1.323 -0.189 2.581
H -1.486 -2.619 -0.612
H -1.743 -3.031 1.090
H 0.295 0.034 -3.389
H 1.555 0.221 -2.143
H 0.420 -1.330 -2.325
H -2.582 0.053 -0.852
H -1.701 -1.020 -2.166
H -2.282 0.658 -2.563
H -0.572 2.458 -0.300
H 0.680 2.267 -1.599
H -1.053 2.508 -1.889
H 2.400 1.087 -0.537
H 3.140 0.782 1.115

Löwdin population analysis, charges in e, atoms 1 to 5: 0.087, -0.286, -0.151, -0.345, 0.065

DFT (the ωB97M-V functional and the def2-TZVPD basis) results for a 2-piece molecular cluster, C11H17N2O overall at a distorted geometry.

## Properties
Molar mass   193.3 g mol⁻¹
HOMO-LUMO gap   0.2534 Eh
DFT total energy   -613.7098 a.u.
Total charge   +1
Maximum force   4.78 eV Å⁻¹

Atoms and positions in Å:
C 2.878 1.411 1.654
C 1.799 0.908 2.338
C 1.803 -0.006 0.370
C -0.643 -2.533 0.715
C -1.970 -2.386 1.283
C -2.488 1.967 -0.518
C -1.188 1.948 -1.359
C -1.753 -1.615 -0.048
C -1.931 0.640 -0.980
C 2.020 -0.272 -1.970
C -1.398 -0.191 -0.004
N 2.866 0.894 0.407
N 1.155 -0.045 1.522
O 1.482 -0.730 -0.704
H 3.365 2.281 1.961
H 1.435 0.857 3.381
H 0.264 -1.995 0.957
H -0.299 -3.490 0.285
H -2.761 -3.169 1.239
H -2.043 -1.732 2.180
H -2.353 2.186 0.499
H -3.398 2.235 -1.075
H -1.227 2.121 -2.352
H -0.244 2.219 -0.817
H -2.160 -2.117 -0.829
H -2.389 -0.013 -1.713
H 1.752 0.746 -2.078
H 1.532 -0.865 -2.722
H 3.081 -0.475 -2.108
H -0.759 0.162 0.787
H 3.572 1.061 -0.301

Löwdin population analysis, charges in e, atoms 1 to 5: -0.111, -0.093, -0.431, -0.050, -0.073

DFT (the ωB97M-V functional and the def2-TZVPD basis) results for one molecule with the formula C11H17N5O4 at a distorted geometry.

## Properties
Molar mass   283.3 g mol⁻¹
HOMO-LUMO gap   0.3472 Eh
DFT total energy   -1004.1180 a.u.
Maximum force   4.37 eV Å⁻¹
SMILES   NC(=O)CC[C@H](N)C(=O)N[C@@H](Cc1c[nH]cn1)C(=O)O

Atoms and positions in Å:
N 3.119 -1.912 -3.845
C 1.852 -1.431 -3.816
O 1.354 -1.062 -4.833
C 1.072 -1.513 -2.421
C -0.104 -0.532 -2.358
C 0.085 0.871 -1.692
N 1.156 1.492 -2.430
C 0.506 0.939 -0.254
O 1.182 1.939 0.087
N 0.150 -0.079 0.534
C 0.533 -0.190 1.870
C -0.011 0.982 2.692
C -1.443 1.009 2.514
C -2.172 2.018 1.997
N -3.455 1.701 2.222
C -3.536 0.533 2.963
N -2.295 0.118 3.263
C 0.115 -1.519 2.483
O -0.638 -2.377 1.931
O 0.656 -1.717 3.700
H 3.714 -1.946 -4.670
H 3.734 -2.004 -2.984
H 1.782 -1.413 -1.597
H 0.711 -2.554 -2.485
H -0.925 -1.016 -1.756
H -0.480 -0.280 -3.334
H -0.802 1.414 -1.750
H 1.004 2.037 -3.330
H 1.552 2.154 -1.641
H -0.251 -0.962 0.111
H 1.651 -0.207 2.104
H 0.458 1.892 2.319
H 0.343 0.910 3.689
H -1.988 2.841 1.329
H -4.300 2.273 2.027
H -4.558 0.187 3.370
H 0.228 -2.595 3.992

Löwdin population analysis, charges in e, atoms 1 to 5: 0.125, -0.562, 0.058, -0.091, -0.152